Formula: C30H35BO3S2
Source: OMol25
Level of theory: ωB97M-V with the def2-TZVPD basis set

Each line ends with the Mulliken charge.
Positions of all 71 atoms, in Å:
C -2.31347 -3.99874 -4.14750  -0.702
O -2.15894 -2.56866 -4.37537  -0.479
C -1.92295 -1.76328 -3.29654  0.662
C -1.21500 -0.54436 -3.48032  -0.623
C -0.71215 0.14128 -2.39393  -0.699
C -0.92804 -0.31988 -1.07897  -0.219
C -0.10431 0.13356 0.11724  1.569
B 0.71882 -1.37534 0.07216  0.792
O 1.64915 -1.36822 -0.93692  -0.302
C 2.64603 -2.35607 -0.59332  1.529
C 2.62808 -3.38100 -1.71766  -2.050
C 3.98863 -1.63294 -0.64284  -1.799
C 2.16475 -2.89310 0.83502  1.813
C 1.92886 -4.38434 0.92957  -1.885
C 3.03584 -2.41251 1.98472  -1.999
O 0.83517 -2.30891 1.03748  -0.701
C -0.87672 0.22546 1.40424  0.295
C -2.13468 0.84288 1.41994  -0.052
C -2.92928 0.86467 2.56796  -0.921
C -2.51073 0.18159 3.71607  -0.563
C -1.27114 -0.47208 3.70620  -0.945
C -0.41842 -0.34770 2.60727  -0.104
C -1.78990 -1.42946 -0.91024  -0.183
C -2.29330 -2.14092 -1.98527  -0.739
H -2.31125 -4.44556 -5.14564  0.250
H -1.47459 -4.40305 -3.55832  0.270
H -3.26750 -4.22748 -3.64554  0.297
H -1.02422 -0.21795 -4.50270  0.434
H -0.12251 1.05110 -2.52807  0.439
H 0.56654 0.98125 -0.06590  -0.636
H 3.48824 -4.05336 -1.62851  0.418
H 1.70842 -3.97808 -1.73878  0.259
H 2.72770 -2.85815 -2.67710  0.476
H 4.80742 -2.34378 -0.48828  0.408
H 4.12917 -1.18647 -1.63568  0.424
H 4.08023 -0.82059 0.08972  0.256
H 2.88197 -4.92108 0.86057  0.397
H 1.46507 -4.61842 1.89785  0.427
H 1.24963 -4.72028 0.13389  0.341
H 3.99661 -2.95042 1.99259  0.430
H 3.22241 -1.32542 1.92200  0.295
H 2.52875 -2.62811 2.93563  0.431
H -2.48504 1.31794 0.49695  0.492
H -3.87160 1.41643 2.54375  0.429
H -3.15372 0.15556 4.59864  0.395
H -0.96818 -1.07245 4.56700  0.405
H 0.59495 -0.73824 2.67333  0.359
H -2.04129 -1.75948 0.09823  0.377
H -2.91465 -3.02472 -1.82717  0.252
C 3.91513 3.33901 -0.64752  -1.300
C 2.60280 3.37854 0.03625  0.669
C 2.39846 3.15241 1.38757  -0.765
C 1.04771 3.27697 1.78559  -0.317
C 0.22647 3.63440 0.72100  -0.021
C -1.14497 3.94245 0.73377  0.514
C -1.98164 4.16820 1.81949  -0.702
C -3.32031 4.39869 1.42501  -0.665
C -3.49510 4.39536 0.04722  0.781
C -4.76958 4.59896 -0.67862  -1.242
S -2.04390 4.04112 -0.77744  -0.209
S 1.13987 3.72998 -0.78235  -0.259
H 4.71244 3.16269 0.07780  0.357
H 3.91696 2.50275 -1.35371  0.288
H 4.12803 4.26716 -1.18782  0.326
H 3.23450 2.90653 2.03698  0.369
H 0.64099 3.14770 2.78640  0.386
H -1.61074 4.13649 2.83955  0.429
H -4.14365 4.55382 2.12067  0.394
H -5.59726 4.67098 0.03162  0.349
H -4.72781 5.51820 -1.27531  0.292
H -4.95723 3.75649 -1.35364  0.301

Forces on atoms 1 to 2 (eV/Å):
-0.05 0.88 -0.02
-0.18 -0.57 -0.13

* DFT total energy: -2211.171730 a.u.
* SMILES: COc1ccc([C@H](B2OC(C)(C)C(C)(C)O2)c2ccccc2)cc1.Cc1ccc(-c2ccc(C)s2)s1
* multiplicity: 1